w:
Entry from the Open Molecules 2025 dataset: the molecule C3H6O2 (ωB97M-V/def2-TZVPD).

Geometry as ORCA input:
```
! RIJCOSX wB97M-V def2-TZVPD def2/J DEFGRID3
* xyz 0 1
C 0.462 0.446 0.384
O 0.730 -0.163 -1.919
H 1.511 0.264 0.752
H 0.537 1.511 0.171
C -0.548 0.363 1.504
H -0.434 -0.571 2.093
H 0.155 -1.620 -0.517
C -0.062 -0.520 -0.727
H -1.163 -0.464 -0.925
O -1.438 1.130 1.888
H 0.250 -0.376 -2.704
*
```

- HOMO-LUMO gap (hartree) = 0.39387
- E_HOMO (eV) = -9.897
- E_LUMO (hartree) = 0.0302
- SMILES = O=CCCO

x:
Entry from the Open Molecules 2025 dataset: the molecule C3H6O2 (ωB97M-V/def2-TZVPD).

Geometry as ORCA input:
```
! RIJCOSX wB97M-V def2-TZVPD def2/J DEFGRID3
* xyz 0 1
O 1.964 -0.456 0.472
C -1.520 -0.131 0.033
H -2.113 0.224 0.879
O 0.097 1.208 1.107
H 1.770 0.257 1.125
H 0.830 -1.012 -1.162
H -1.486 -1.226 0.027
C 1.062 -0.128 -0.556
H -1.948 0.213 -0.913
C -0.142 0.413 0.216
H 1.485 0.638 -1.228
*
```

- HOMO-LUMO gap (hartree) = 0.40233
- E_HOMO (eV) = -10.040
- E_LUMO (hartree) = 0.0334
- SMILES = CC(=O)CO

Winner for stability: x

w:
Entry from the Open Molecules 2025 dataset: a cluster of 2 separate species, C3H6O2 in total (ωB97M-V/def2-TZVPD).

Geometry as ORCA input:
```
! RIJCOSX wB97M-V def2-TZVPD def2/J DEFGRID3
* xyz 0 1
C 0.537 0.867 0.420
O -0.792 0.543 0.855
H 1.022 1.433 1.209
H -0.528 1.143 -1.348
H -2.146 -0.930 0.363
H 1.663 -0.521 -0.869
H 1.628 -1.082 0.828
C 1.083 -0.501 0.058
O -0.166 -1.243 -0.215
C -1.131 -0.559 0.345
H -1.170 0.849 -1.647
*
```

- HOMO-LUMO gap (hartree) = 0.28553
- E_HOMO (eV) = -6.974
- E_LUMO (hartree) = 0.0292

x:
Entry from the Open Molecules 2025 dataset: the molecule C3H6O2 (ωB97M-V/def2-TZVPD).

Geometry as ORCA input:
```
! RIJCOSX wB97M-V def2-TZVPD def2/J DEFGRID3
* xyz 0 1
C -1.197 0.493 -0.101
H -2.014 1.573 1.254
H 1.431 0.844 -0.407
H 2.607 -1.290 -0.707
H -1.539 -0.303 -0.770
H -0.827 1.343 -0.700
C 1.042 -0.092 0.000
C 1.662 -1.250 -0.177
O -2.273 0.832 0.691
H 1.237 -2.165 0.219
O -0.130 0.014 0.698
*
```

- HOMO-LUMO gap (hartree) = 0.38704
- E_HOMO (eV) = -9.607
- E_LUMO (hartree) = 0.0340
- SMILES = C=COCO

Winner for stability: x

w:
Entry from the Open Molecules 2025 dataset: a structure of composition C3H6O2 (ωB97M-V/def2-TZVPD).

Geometry as ORCA input:
```
! RIJCOSX wB97M-V def2-TZVPD def2/J DEFGRID3
* xyz 0 1
H 0.232 0.889 -1.605
H -0.227 -0.942 -1.607
C -0.109 -0.003 -1.078
O -1.975 -0.571 0.210
C 0.826 -0.576 0.461
H -0.110 1.802 0.721
O -0.993 1.412 0.697
H 0.462 -0.994 1.399
H 1.519 0.232 0.693
H 1.352 -1.418 0.021
C -0.978 0.169 0.089
*
```

- HOMO-LUMO gap (hartree) = 0.36341
- E_HOMO (eV) = -9.303
- E_LUMO (hartree) = 0.0215

x:
Entry from the Open Molecules 2025 dataset: a cluster of 2 separate species, C3H6O2 in total (ωB97M-V/def2-TZVPD).

Geometry as ORCA input:
```
! RIJCOSX wB97M-V def2-TZVPD def2/J DEFGRID3
* xyz 0 1
O 0.182 1.582 -0.229
O 1.899 -0.697 -0.653
H 0.937 -0.996 1.130
H -0.901 -0.616 -0.752
H -1.837 2.094 0.392
C 1.775 -1.314 0.400
H 0.516 1.019 -0.890
H 2.624 -1.976 0.728
H -2.578 -0.315 -0.085
C -1.469 -0.053 -0.108
C -1.148 1.272 0.066
*
```

- HOMO-LUMO gap (hartree) = 0.35135
- E_HOMO (eV) = -9.069
- E_LUMO (hartree) = 0.0181
- SMILES = C=CO.C=O

y:
Entry from the Open Molecules 2025 dataset: the molecule C3H6O2 (ωB97M-V/def2-TZVPD).

Geometry as ORCA input:
```
! RIJCOSX wB97M-V def2-TZVPD def2/J DEFGRID3
* xyz 0 1
C -0.469 0.590 -0.927
O 0.644 -0.202 -0.942
O 0.980 -0.261 1.367
H 1.439 0.563 1.160
C 0.899 -1.002 0.189
H -1.408 0.075 0.912
H -2.221 1.378 -0.133
H 0.108 -1.746 0.348
C -1.416 0.666 0.004
H -0.472 1.216 -1.815
H 1.847 -1.498 -0.051
*
```

- HOMO-LUMO gap (hartree) = 0.37330
- E_HOMO (eV) = -9.218
- E_LUMO (hartree) = 0.0346
- SMILES = C=COCO

Winner for stability: y

w:
Entry from the Open Molecules 2025 dataset: the molecule C3H6O2 (ωB97M-V/def2-TZVPD).

Geometry as ORCA input:
```
! RIJCOSX wB97M-V def2-TZVPD def2/J DEFGRID3
* xyz 0 1
O -0.811 -1.696 -0.928
H 0.255 2.170 1.223
C 0.417 1.431 0.439
C 0.237 -1.076 -0.216
C -0.276 0.145 0.501
H 1.372 1.504 -0.081
H -0.967 -0.043 1.323
O -0.708 1.174 -0.389
H 0.616 -1.815 0.497
H -1.198 -1.006 -1.485
H 1.065 -0.789 -0.883
*
```

- HOMO-LUMO gap (hartree) = 0.41956
- E_HOMO (eV) = -10.320
- E_LUMO (hartree) = 0.0403
- SMILES = OC[C@H]1CO1

x:
Entry from the Open Molecules 2025 dataset: the molecule C3H6O2 (ωB97M-V/def2-TZVPD).

Geometry as ORCA input:
```
! RIJCOSX wB97M-V def2-TZVPD def2/J DEFGRID3
* xyz 0 1
H 1.795 0.155 -1.603
C -0.936 -0.425 1.198
H 0.442 0.239 -2.723
H 0.189 -0.805 2.665
H 0.892 1.636 -1.833
H -1.732 0.295 0.974
O 0.391 -0.357 0.297
O -0.486 -0.147 2.444
C -0.137 0.300 -0.675
H -1.229 -1.455 1.011
C 0.811 0.564 -1.756
*
```

- HOMO-LUMO gap (hartree) = 0.31652
- E_HOMO (eV) = -7.801
- E_LUMO (hartree) = 0.0299

Winner for stability: w

w:
Entry from the Open Molecules 2025 dataset: a structure of composition C3H6O2 (ωB97M-V/def2-TZVPD).

Geometry as ORCA input:
```
! RIJCOSX wB97M-V def2-TZVPD def2/J DEFGRID3
* xyz 0 1
H 1.019 1.333 -0.296
O -1.578 1.981 -0.472
C -1.015 0.985 0.158
C 0.785 -0.755 0.272
O -0.179 -1.753 0.001
H -0.004 -2.511 0.569
H -2.139 1.476 0.415
C 0.295 0.512 -0.401
H 1.774 -1.037 -0.121
H 0.889 -0.576 1.353
H 0.154 0.345 -1.478
*
```

- HOMO-LUMO gap (hartree) = 0.34905
- E_HOMO (eV) = -8.573
- E_LUMO (hartree) = 0.0340

x:
Entry from the Open Molecules 2025 dataset: a cluster of 2 separate species, C3H6O2 in total (ωB97M-V/def2-TZVPD).

Geometry as ORCA input:
```
! RIJCOSX wB97M-V def2-TZVPD def2/J DEFGRID3
* xyz 0 1
H 1.174 -0.816 -1.239
H -2.164 0.717 -0.240
O 0.319 -1.196 -1.501
C -0.421 -0.174 0.533
H 0.991 0.297 2.102
H -0.253 -0.413 -1.559
H -0.628 1.775 -0.237
H -0.865 -1.134 0.788
C 0.969 0.059 1.023
O 1.985 0.063 0.364
C -1.106 0.820 -0.032
*
```

- HOMO-LUMO gap (hartree) = 0.38905
- E_HOMO (eV) = -9.948
- E_LUMO (hartree) = 0.0235
- SMILES = C=CC=O.O

Winner for stability: x

w:
Entry from the Open Molecules 2025 dataset: the molecule C3H6O2 (ωB97M-V/def2-TZVPD).

Geometry as ORCA input:
```
! RIJCOSX wB97M-V def2-TZVPD def2/J DEFGRID3
* xyz 0 1
O 1.079 1.500 0.456
C 0.482 -0.887 0.089
H 1.074 0.696 -1.412
O -0.839 0.670 -0.512
C 0.580 0.554 -0.442
H 1.026 -1.076 1.017
H -1.705 -1.236 -0.349
H 0.724 -1.652 -0.655
H 0.277 1.897 0.826
C -1.017 -0.579 0.190
H -1.385 -0.419 1.212
*
```

- HOMO-LUMO gap (hartree) = 0.41316
- E_HOMO (eV) = -10.208
- E_LUMO (hartree) = 0.0380
- SMILES = O[C@H]1CCO1

x:
Entry from the Open Molecules 2025 dataset: the molecule C3H6O2 (ωB97M-V/def2-TZVPD).

Geometry as ORCA input:
```
! RIJCOSX wB97M-V def2-TZVPD def2/J DEFGRID3
* xyz 0 1
H -1.360 0.131 1.012
C -0.997 0.654 0.117
H 0.985 0.901 -0.831
H 0.847 -1.372 1.470
H 2.290 -0.629 0.616
H -1.193 1.727 0.277
O 0.567 -1.084 -0.566
H -0.916 -0.031 -1.644
C 1.210 -0.753 0.645
C 0.446 0.267 -0.098
O -1.646 0.254 -1.073
*
```

- HOMO-LUMO gap (hartree) = 0.41788
- E_HOMO (eV) = -10.284
- E_LUMO (hartree) = 0.0399
- SMILES = OC[C@H]1CO1

Winner for stability: w